(1)
{
  "formula": "C31H46BF9N3O9S",
  "method": "ωB97M-V/def2-TZVPD",
  "total_energy_ha": -3371.90083,
  "multiplicity": 1,
  "homo_lumo_gap_ev": 8.3,
  "charge": 1,
  "elements": ["C", "C", "O", "C", "C", "C", "C", "C", "C", "O", "O", "C", "C", "O", "C", "B", "O", "N", "C", "C", "C", "C", "C", "C", "C", "N", "C", "C", "C", "N", "C", "C", "C", "F", "F", "C", "F", "F", "S", "F", "F", "F", "F", "F", "H", "H", "H", "H", "H", "H", "H", "H", "H", "H", "H", "H", "H", "H", "H", "H", "H", "H", "H", "H", "H", "H", "H", "H", "H", "H", "H", "H", "H", "H", "H", "H", "H", "H", "H", "H", "H", "H", "H", "H", "H", "H", "C", "C", "C", "O", "C", "C", "C", "O", "O", "O", "H", "H", "H", "H"],
  "coordinates": [[-3.665, -0.551, 2.328], [-2.532, -1.405, 2.895], [-1.392, -1.355, 2.023], [-0.809, -2.609, 1.734], [0.550, -2.354, 1.085], [0.455, -1.340, -0.057], [0.581, -1.911, -1.463], [-0.378, -3.023, -1.883], [0.275, -4.341, -2.241], [-0.240, -5.401, -2.102], [1.532, -4.198, -2.789], [2.446, -5.249, -2.511], [3.111, -5.112, -1.173], [2.640, -6.103, -3.302], [0.754, -0.611, -2.330], [1.508, -1.034, -3.697], [2.863, -1.314, -3.494], [0.998, -1.208, -5.020], [1.538, -0.309, -6.047], [-0.397, -1.592, -5.231], [-0.443, 0.432, -2.328], [-1.852, -0.178, -2.160], [-0.454, 1.410, -3.520], [0.759, 2.319, -3.695], [1.780, 0.019, -1.381], [2.667, 0.949, -1.736], [3.936, 0.903, -1.622], [4.715, 2.123, -2.000], [4.710, -0.302, -1.193], [1.562, -0.340, -0.137], [2.246, 0.180, 1.040], [1.249, 0.707, 2.075], [1.782, 0.672, 3.492], [0.754, 0.871, 4.329], [2.303, -0.552, 3.744], [2.910, 1.732, 3.730], [2.553, 2.871, 3.128], [3.995, 1.262, 3.092], [3.387, 2.154, 5.529], [1.951, 2.801, 5.709], [2.842, 0.750, 6.025], [4.824, 1.522, 5.365], [3.961, 3.546, 5.050], [3.726, 2.530, 7.005], [-4.171, 0.002, 3.113], [-4.412, -1.179, 1.843], [-3.261, 0.139, 1.588], [-2.852, -2.445, 2.997], [-2.226, -1.050, 3.882], [-1.472, -3.205, 1.094], [-0.658, -3.181, 2.655], [1.255, -2.060, 1.863], [0.925, -3.305, 0.689], [-0.451, -0.752, 0.093], [1.593, -2.327, -1.462], [-1.069, -3.271, -1.076], [-1.002, -2.746, -2.728], [3.311, -4.070, -0.919], [2.458, -5.529, -0.401], [4.044, -5.669, -1.193], [3.055, -2.208, -3.800], [0.779, 0.407, -6.372], [2.414, 0.218, -5.672], [1.862, -0.871, -6.928], [-0.605, -1.612, -6.301], [-1.131, -0.935, -4.762], [-0.559, -2.613, -4.881], [-0.296, 1.065, -1.444], [-1.981, -1.122, -2.678], [-2.129, -0.314, -1.114], [-2.584, 0.507, -2.591], [-0.666, 0.902, -4.458], [-1.310, 2.068, -3.341], [0.864, 3.001, -2.849], [0.608, 2.936, -4.584], [1.690, 1.774, -3.847], [5.701, 2.135, -1.541], [4.154, 3.025, -1.761], [4.843, 2.111, -3.087], [5.655, -0.342, -1.732], [4.964, -0.186, -0.133], [4.151, -1.227, -1.322], [2.906, -0.592, 1.437], [2.882, 1.002, 0.713], [0.963, 1.727, 1.819], [0.326, 0.124, 2.109], [-8.046, 3.893, 4.261], [-7.695, 2.707, 3.744], [-6.351, 2.478, 3.088], [-6.131, 1.353, 2.667], [-5.422, 3.579, 2.996], [-5.772, 4.768, 3.510], [-7.110, 4.994, 4.187], [-7.308, 6.110, 4.628], [-5.003, 5.840, 3.482], [-8.474, 1.638, 3.759], [-9.003, 4.064, 4.733], [-4.470, 3.410, 2.513], [-5.510, 6.549, 3.929], [-7.970, 0.924, 3.322]]
}



(2)
{
  "formula": "C31H46BrN3OP2Pt",
  "method": "ωB97M-V/def2-TZVPD",
  "total_energy_ha": -4822.71499,
  "s2": 6.08,
  "multiplicity": 5,
  "homo_lumo_gap_ev": [5.7, 4.7],
  "charge": 4,
  "elements": ["N", "C", "C", "C", "C", "C", "C", "Pt", "P", "C", "C", "C", "C", "C", "C", "C", "Br", "H", "H", "H", "H", "H", "H", "H", "H", "H", "H", "P", "C", "C", "H", "H", "H", "H", "H", "C", "C", "H", "H", "H", "H", "H", "C", "C", "H", "H", "H", "H", "H", "C", "C", "H", "H", "H", "H", "H", "C", "C", "H", "H", "H", "H", "H", "C", "C", "H", "H", "H", "H", "H", "N", "C", "O", "C", "C", "C", "C", "N", "C", "H", "H", "H", "H", "H", "H"],
  "coordinates": [[8.365, 2.927, -3.553], [8.412, 2.568, -2.264], [7.287, 2.087, -1.568], [6.035, 2.019, -2.244], [5.996, 2.542, -3.559], [7.196, 2.901, -4.196], [4.841, 1.421, -1.654], [-0.801, -0.883, 0.586], [-2.317, -2.439, -0.214], [3.708, 1.258, -2.411], [2.534, 0.748, -1.807], [1.838, -0.341, -2.358], [1.215, -1.193, -1.459], [1.026, -0.708, -0.154], [1.833, 0.298, 0.411], [2.352, 1.194, -0.481], [-2.243, -1.648, 2.834], [4.939, 1.049, -0.618], [3.718, 1.379, -3.505], [7.411, 1.757, -0.533], [5.066, 2.646, -4.113], [9.387, 2.661, -1.766], [7.188, 3.187, -5.246], [1.893, -0.541, -3.433], [2.733, 2.171, -0.164], [0.819, -2.162, -1.745], [1.983, 0.448, 1.474], [-1.645, 1.079, -0.326], [-1.224, -3.867, 0.278], [-1.569, -5.308, -0.066], [-1.095, -3.780, 1.370], [-0.236, -3.652, -0.178], [-0.801, -5.914, 0.429], [-2.540, -5.624, 0.323], [-1.494, -5.511, -1.138], [-2.686, -2.841, -2.051], [-3.926, -3.612, -2.493], [-1.780, -3.361, -2.396], [-2.769, -1.900, -2.626], [-3.930, -3.545, -3.589], [-3.942, -4.676, -2.231], [-4.849, -3.126, -2.162], [-4.117, -2.363, 0.448], [-4.687, -3.448, 1.368], [-4.776, -2.226, -0.420], [-4.132, -1.435, 1.046], [-5.257, -2.947, 2.161], [-5.406, -4.121, 0.877], [-3.914, -4.049, 1.851], [-2.992, 1.652, 0.731], [-3.443, 3.071, 0.387], [-2.664, 1.576, 1.782], [-3.811, 0.922, 0.601], [-2.818, 3.810, 0.897], [-3.412, 3.277, -0.689], [-4.475, 3.188, 0.727], [-2.396, 0.528, -1.902], [-1.845, 0.996, -3.241], [-3.484, 0.668, -1.809], [-2.195, -0.550, -1.853], [-1.932, 2.080, -3.372], [-0.799, 0.690, -3.381], [-2.431, 0.505, -4.029], [-0.591, 2.450, -0.846], [-0.114, 3.382, 0.264], [-1.185, 2.998, -1.591], [0.264, 1.998, -1.369], [0.942, 3.631, 0.097], [-0.691, 4.318, 0.234], [-0.201, 2.952, 1.271], [-0.633, 1.803, 6.710], [-0.820, 1.752, 5.355], [-1.645, 2.444, 4.766], [0.078, 0.820, 4.618], [1.145, 0.081, 5.170], [1.771, -0.880, 4.372], [1.274, -1.133, 3.076], [0.286, -0.384, 2.566], [-0.211, 0.655, 3.259], [-1.335, 2.325, 7.215], [-0.210, 1.032, 7.201], [1.489, 0.266, 6.194], [2.649, -1.437, 4.708], [1.714, -1.893, 2.421], [-0.920, 1.282, 2.725]]
}



(3)
{
  "formula": "C31H46CeNO2",
  "method": "ωB97M-V/def2-TZVPD",
  "total_energy_ha": -1889.04938,
  "s2": 0.75,
  "multiplicity": 2,
  "homo_lumo_gap_ev": [6.7, 6.7],
  "charge": 0,
  "elements": ["O", "C", "C", "H", "H", "C", "H", "H", "C", "H", "H", "H", "C", "H", "H", "H", "Ce", "C", "C", "C", "H", "C", "C", "H", "H", "H", "H", "C", "C", "C", "H", "C", "C", "H", "H", "H", "H", "O", "C", "C", "H", "H", "C", "H", "H", "C", "H", "H", "H", "H", "C", "C", "C", "C", "C", "C", "C", "C", "N", "C", "C", "C", "C", "H", "H", "H", "H", "H", "H", "H", "H", "H", "H", "H", "H", "H", "H", "H", "H", "H", "H"],
  "coordinates": [[2.619, -2.498, -0.198], [2.199, -3.662, -0.989], [2.794, -4.748, -0.100], [2.690, -3.652, -1.990], [1.100, -3.664, -1.057], [3.187, -3.434, 0.735], [3.512, -5.370, -0.635], [1.955, -5.327, 0.366], [4.642, -2.998, 0.771], [4.970, -2.805, -0.268], [5.174, -3.791, 1.358], [4.719, -1.933, 1.131], [2.415, -3.515, 2.078], [1.410, -3.942, 1.900], [2.194, -2.587, 2.649], [2.931, -4.237, 2.746], [-0.212, -0.107, 0.198], [-1.839, -1.714, 1.654], [-2.665, -1.347, 0.545], [-2.124, -1.937, -0.638], [-3.643, -0.884, 0.615], [-1.017, -2.734, -0.239], [-0.822, -2.570, 1.162], [-0.051, -3.018, 1.774], [-1.966, -1.439, 2.697], [-2.559, -1.901, -1.637], [-0.494, -3.430, -0.878], [0.289, 1.509, 2.366], [0.665, 0.197, 2.822], [1.887, -0.144, 2.155], [0.178, -0.375, 3.614], [2.124, 0.819, 1.135], [1.203, 1.893, 1.329], [1.350, 2.901, 0.950], [-0.374, 2.202, 2.890], [2.650, -0.819, 2.498], [2.904, 0.763, 0.376], [3.025, -0.848, -2.794], [3.957, -1.927, -3.219], [4.265, -1.909, -4.733], [3.430, -2.884, -3.040], [4.814, -2.073, -2.552], [3.156, -0.960, -5.287], [4.077, -2.898, -5.152], [5.297, -1.698, -5.064], [2.394, -0.407, -4.021], [2.504, -1.473, -6.031], [3.548, -0.114, -5.874], [1.364, -0.844, -3.963], [2.241, 0.682, -4.170], [-5.009, 5.214, 1.597], [-4.235, 3.929, 1.835], [-4.473, 3.217, 3.017], [-3.799, 2.006, 3.262], [-3.969, 1.275, 4.589], [-2.976, 1.496, 2.252], [-2.673, 2.182, 1.027], [-3.324, 3.443, 0.893], [-1.781, 1.686, 0.058], [-1.479, 2.458, -1.220], [-2.772, 2.651, -2.026], [-0.755, 3.786, -0.855], [-0.513, 1.603, -2.102], [-6.078, 4.977, 1.417], [-4.957, 5.861, 2.495], [-4.610, 5.762, 0.723], [-5.191, 3.628, 3.741], [-3.662, 1.887, 5.458], [-5.021, 0.991, 4.775], [-3.355, 0.360, 4.588], [-2.544, 0.518, 2.446], [-3.152, 4.120, 0.053], [-3.506, 3.244, -1.488], [-2.580, 3.144, -2.989], [-3.225, 1.670, -2.219], [0.176, 3.589, -0.301], [-0.510, 4.366, -1.757], [-1.355, 4.418, -0.195], [0.493, 1.449, -1.628], [-0.962, 0.622, -2.370], [-0.270, 2.096, -3.064]]
}



(4)
{
  "formula": "C31H46ClN5O6PRe",
  "method": "ωB97M-V/def2-TZVPD",
  "total_energy_ha": -2814.06734,
  "s2": 3.77,
  "multiplicity": 4,
  "homo_lumo_gap_ev": [5.2, 7.6],
  "charge": -1,
  "elements": ["Re", "O", "C", "O", "C", "C", "Cl", "N", "N", "C", "C", "O", "O", "C", "C", "C", "C", "C", "C", "H", "H", "H", "H", "H", "H", "O", "C", "C", "C", "C", "O", "N", "H", "H", "H", "H", "C", "C", "C", "C", "N", "H", "H", "H", "H", "H", "H", "H", "H", "H", "C", "C", "C", "C", "P", "N", "C", "C", "C", "C", "C", "C", "C", "C", "H", "H", "H", "H", "H", "H", "H", "H", "H", "H", "H", "H", "H", "H", "H", "H", "H", "H", "H", "H", "H", "H", "H", "H", "H", "H", "H"],
  "coordinates": [[0.034, -0.088, 0.189], [4.768, 3.528, -0.023], [5.169, 2.291, 0.153], [6.336, 1.993, 0.263], [4.109, 1.225, 0.179], [4.355, -0.129, 0.249], [5.820, -0.943, 0.530], [3.178, -0.791, 0.182], [2.168, 0.088, 0.092], [2.697, 1.293, 0.080], [1.714, 2.436, 0.088], [2.154, 3.590, -0.053], [0.507, 2.110, 0.243], [2.956, -2.208, 0.105], [3.714, -2.975, -0.764], [3.519, -4.347, -0.812], [2.568, -4.949, 0.003], [1.802, -4.165, 0.851], [1.992, -2.792, 0.903], [3.747, 3.614, -0.045], [4.431, -2.504, -1.425], [4.108, -4.942, -1.499], [2.419, -6.021, -0.034], [1.036, -4.611, 1.474], [1.391, -2.178, 1.560], [-2.488, -2.254, 0.637], [-2.886, -1.128, 0.393], [-4.363, -0.786, 0.260], [-4.381, 0.726, 0.106], [-2.906, 1.112, 0.038], [-2.520, 2.241, -0.161], [-2.111, -0.003, 0.239], [-4.893, -1.158, 1.137], [-4.755, -1.316, -0.609], [-4.823, 1.244, 0.959], [-4.882, 1.083, -0.792], [1.111, -2.074, -3.134], [-0.172, -2.141, -2.292], [-1.370, -1.743, -3.168], [-0.382, -3.570, -1.787], [-0.082, -1.227, -1.194], [1.049, -2.735, -4.008], [1.967, -2.379, -2.526], [1.276, -1.049, -3.478], [-1.415, -2.349, -4.080], [-1.289, -0.689, -3.444], [-2.296, -1.883, -2.604], [-0.561, -4.248, -2.628], [-1.234, -3.596, -1.106], [0.504, -3.912, -1.250], [-2.481, -1.097, 3.985], [-1.025, -1.423, 4.351], [-0.954, -1.711, 5.854], [-0.669, -2.695, 3.561], [0.053, 0.002, 3.708], [0.160, 0.000, 2.175], [1.768, -0.107, 4.547], [2.765, 0.673, 3.667], [2.247, -1.566, 4.553], [1.841, 0.402, 5.992], [-0.718, 1.654, 4.230], [-1.253, 1.733, 5.663], [0.341, 2.748, 4.022], [-1.845, 1.992, 3.239], [-3.082, -2.004, 4.113], [-2.559, -0.784, 2.944], [-2.909, -0.323, 4.621], [-1.698, -2.479, 6.097], [-1.180, -0.833, 6.461], [0.017, -2.096, 6.161], [-1.462, -3.434, 3.718], [0.270, -3.144, 3.882], [-0.629, -2.496, 2.491], [2.499, 0.576, 2.611], [3.773, 0.265, 3.808], [2.804, 1.733, 3.911], [2.183, -2.018, 3.568], [1.698, -2.187, 5.259], [3.300, -1.581, 4.855], [1.668, 1.474, 6.066], [2.849, 0.209, 6.380], [1.136, -0.106, 6.651], [-0.503, 1.486, 6.415], [-2.116, 1.086, 5.816], [-1.583, 2.761, 5.854], [1.129, 2.729, 4.774], [-0.153, 3.722, 4.090], [0.789, 2.676, 3.029], [-2.756, 1.421, 3.417], [-1.530, 1.839, 2.209], [-2.095, 3.053, 3.349]]
}



(5)
{
  "formula": "C31H46CoP2",
  "method": "ωB97M-V/def2-TZVPD",
  "total_energy_ha": -3273.87456,
  "s2": 6.06,
  "multiplicity": 5,
  "homo_lumo_gap_ev": [8.3, 5.3],
  "charge": 1,
  "elements": ["Co", "C", "C", "C", "C", "C", "C", "H", "H", "H", "C", "H", "H", "H", "C", "H", "H", "H", "C", "H", "H", "H", "C", "H", "H", "H", "C", "C", "C", "C", "C", "C", "C", "C", "H", "H", "H", "H", "H", "H", "H", "H", "H", "H", "H", "H", "P", "C", "C", "P", "C", "C", "C", "H", "H", "H", "H", "H", "H", "H", "H", "H", "H", "H", "H", "H", "H", "C", "C", "C", "C", "C", "C", "C", "C", "H", "H", "H", "H", "H"],
  "coordinates": [[1.173, 1.125, -0.610], [3.332, 0.636, -2.061], [2.165, 0.865, -2.823], [2.353, 2.592, -1.274], [3.423, 1.648, -1.072], [1.513, 2.063, -2.334], [4.349, -0.428, -2.285], [3.896, -1.347, -2.680], [4.870, -0.673, -1.354], [5.111, -0.102, -3.008], [4.496, 1.819, -0.062], [5.076, 0.895, 0.061], [4.070, 2.076, 0.912], [5.180, 2.623, -0.370], [2.215, 3.932, -0.639], [2.953, 4.651, -1.022], [2.341, 3.832, 0.443], [1.209, 4.331, -0.813], [0.429, 2.845, -2.986], [0.838, 3.517, -3.751], [-0.088, 3.456, -2.243], [-0.306, 2.189, -3.463], [1.744, 0.128, -4.038], [2.146, 0.613, -4.942], [0.652, 0.110, -4.131], [2.109, -0.906, -4.035], [1.373, -1.180, 0.761], [1.751, -1.737, -0.410], [0.839, -2.215, -1.493], [-0.530, -1.498, -1.632], [-0.542, -0.009, -1.491], [-0.684, 0.696, -0.275], [-0.926, 0.013, 1.049], [0.000, -1.196, 1.376], [0.634, -3.289, -1.364], [-1.254, -1.958, -0.948], [1.370, -2.123, -2.451], [-0.521, -2.133, 1.144], [2.135, -0.702, 1.391], [2.817, -1.873, -0.616], [0.141, -1.178, 2.466], [-0.784, 0.768, 1.831], [-1.065, 1.727, -0.350], [-1.967, -0.334, 1.079], [-0.888, -1.715, -2.648], [-0.888, 0.511, -2.396], [-3.410, -3.499, 0.167], [-3.038, -4.393, 1.738], [-3.865, -5.023, -0.793], [-5.571, -1.555, -0.344], [-5.156, -3.055, 0.656], [-6.818, -2.365, -1.464], [-6.869, -0.929, 0.820], [-2.943, -3.663, 2.551], [-2.090, -4.931, 1.618], [-3.844, -5.103, 1.972], [-4.504, -5.682, -0.189], [-2.930, -5.547, -1.033], [-4.377, -4.762, -1.728], [-7.595, -1.719, 1.053], [-7.381, -0.085, 0.342], [-6.389, -0.583, 1.741], [-5.182, -2.802, 1.727], [-5.855, -3.886, 0.456], [-7.354, -1.562, -1.988], [-7.537, -2.957, -0.882], [-6.322, -3.001, -2.205], [1.468, 1.637, 1.148], [1.967, 2.132, 2.171], [2.584, 2.814, 3.240], [2.258, 4.169, 3.475], [2.965, 4.890, 4.431], [3.987, 4.278, 5.180], [4.287, 2.925, 4.956], [3.600, 2.187, 4.001], [1.469, 4.635, 2.875], [2.725, 5.936, 4.599], [4.541, 4.854, 5.928], [5.077, 2.444, 5.540], [3.839, 1.137, 3.800]]
}